{"formula": "C5H9N2P", "method": "ωB97M-V/def2-TZVPD", "symbols": ["C", "C", "C", "C", "C", "N", "N", "P", "H", "H", "H", "H", "H", "H", "H", "H", "H"], "xyz": [[0.753, 2.615, -1.178], [1.844, 1.975, -1.761], [0.464, 0.592, -0.273], [-0.929, -1.765, -0.326], [-0.408, -0.442, 2.209], [0.041, 1.742, -0.386], [1.929, 0.629, -1.493], [0.400, -0.937, 0.598], [0.417, 3.625, -1.489], [2.462, 2.660, -2.358], [-0.908, -1.586, -1.446], [-2.066, -1.429, -0.015], [-0.914, -2.765, -0.213], [-0.624, -1.305, 2.750], [-1.188, 0.427, 2.024], [0.215, 0.068, 2.894], [2.759, 0.137, -1.282]], "molar_mass_da": 128.115, "gap_ev": 9.060, "spin_multiplicity": 1, "e_homo_ev": -7.99, "total_energy_ev": -17596.81315, "relative_energy_kcal_mol": 52.3}

***

{"formula": "C41H62BFIN5O3P2Re", "method": "ωB97M-V/def2-TZVPD", "symbols": ["Re", "C", "C", "C", "C", "P", "C", "N", "B", "N", "C", "P", "C", "C", "C", "C", "C", "C", "C", "C", "C", "C", "C", "C", "C", "C", "C", "C", "C", "C", "H", "H", "H", "H", "H", "H", "H", "H", "H", "H", "H", "H", "H", "H", "H", "H", "H", "H", "H", "H", "H", "H", "H", "H", "H", "H", "H", "H", "H", "H", "H", "H", "H", "H", "H", "H", "H", "H", "H", "H", "H", "H", "H", "H", "F", "C", "C", "C", "C", "O", "C", "C", "N", "C", "C", "C", "C", "C", "C", "N", "C", "C", "N", "C", "C", "C", "O", "O", "H", "H", "H", "H", "H", "H", "H", "H", "H", "H", "H", "H", "H", "H", "H", "H", "H", "H", "I"], "xyz": [[-0.061, 1.193, -1.893], [2.645, 2.147, -5.303], [3.188, 1.698, -3.942], [3.305, 2.916, -3.016], [4.605, 1.147, -4.226], [2.088, 0.459, -3.023], [3.221, -0.032, -1.637], [2.829, 0.797, -0.540], [1.522, 1.339, -0.457], [1.476, 1.995, 0.811], [0.274, 2.581, 1.315], [-0.667, 3.009, -0.218], [-2.473, 2.824, 0.236], [-3.350, 3.513, -0.817], [-2.805, 1.328, 0.225], [-2.794, 3.386, 1.629], [-0.197, 4.824, -0.411], [-0.721, 5.639, 0.784], [1.338, 4.884, -0.424], [-0.711, 5.514, -1.686], [2.733, 1.920, 1.423], [3.203, 2.459, 2.606], [4.542, 2.249, 2.931], [5.377, 1.512, 2.096], [4.902, 0.960, 0.908], [3.576, 1.177, 0.579], [1.844, -1.085, -4.029], [0.833, -0.807, -5.154], [3.151, -1.574, -4.655], [1.311, -2.179, -3.096], [3.400, 2.798, -5.752], [1.723, 2.708, -5.228], [2.496, 1.313, -5.987], [3.743, 3.739, -3.586], [3.946, 2.722, -2.153], [2.330, 3.240, -2.663], [5.280, 2.004, -4.281], [4.649, 0.642, -5.188], [5.013, 0.471, -3.482], [4.267, 0.115, -1.887], [3.078, -1.093, -1.420], [0.470, 3.453, 1.936], [-0.313, 1.873, 1.910], [-3.091, 3.211, -1.835], [-3.288, 4.598, -0.751], [-4.392, 3.232, -0.640], [-2.667, 0.888, -0.765], [-3.861, 1.218, 0.488], [-2.210, 0.761, 0.944], [-2.850, 4.470, 1.636], [-2.083, 3.076, 2.396], [-3.777, 3.008, 1.925], [-0.612, 5.158, 1.755], [-1.769, 5.909, 0.649], [-0.152, 6.571, 0.820], [1.783, 4.669, 0.549], [1.629, 5.899, -0.706], [1.763, 4.202, -1.155], [-1.719, 5.233, -1.977], [-0.059, 5.322, -2.531], [-0.705, 6.591, -1.497], [2.558, 3.033, 3.261], [4.939, 2.669, 3.846], [6.413, 1.368, 2.372], [5.556, 0.382, 0.265], [1.173, -0.024, -5.828], [-0.146, -0.520, -4.793], [0.718, -1.723, -5.741], [3.473, -0.935, -5.474], [2.975, -2.571, -5.068], [3.967, -1.658, -3.933], [0.542, -1.811, -2.427], [2.103, -2.619, -2.489], [0.878, -2.975, -3.709], [0.013, -1.826, 4.276], [-0.575, -2.353, 3.175], [-0.474, -1.674, 2.003], [-1.135, -2.138, 0.862], [-1.045, -1.394, -0.388], [-0.290, -0.393, -0.439], [-1.802, -1.894, -1.469], [-2.486, -3.070, -1.320], [-2.549, -3.776, -0.183], [-3.252, -5.049, -0.152], [-4.560, -5.143, 0.576], [-4.522, -5.203, -0.921], [-1.889, -3.309, 0.955], [-1.945, -4.016, 2.160], [-1.298, -3.559, 3.296], [-1.345, -4.312, 4.481], [-0.412, -4.166, 5.584], [-0.967, -3.275, 6.680], [-2.277, -3.876, 7.148], [-3.249, -4.063, 6.002], [-2.589, -4.914, 4.923], [-1.856, -1.211, -2.783], [-2.305, -1.757, -3.755], [-1.419, 0.048, -2.786], [0.121, -0.769, 1.950], [-3.001, -3.478, -2.179], [-2.583, -5.899, -0.105], [-4.947, -4.232, 1.014], [-4.768, -6.048, 1.130], [-4.908, -4.348, -1.458], [-4.685, -6.151, -1.413], [-2.457, -4.968, 2.183], [0.548, -3.787, 5.257], [-0.233, -5.167, 5.995], [-1.193, -2.279, 6.307], [-0.306, -3.200, 7.542], [-2.695, -3.296, 7.876], [-2.090, -4.787, 7.575], [-3.481, -3.066, 5.630], [-4.152, -4.522, 6.401], [-3.296, -5.032, 4.107], [-2.383, -5.915, 5.317], [-0.619, 2.856, -3.875]], "molar_mass_da": 1077.848, "total_charge": 2, "gap_ev": [6.127, 6.140], "spin_multiplicity": 2, "e_homo_ev": [-11.25, -11.23], "s_squared": 0.777, "total_energy_ev": -89309.48622, "relative_energy_kcal_mol": 0.0}

***

{"formula": "C15H21IrNO4S4", "method": "ωB97M-V/def2-TZVPD", "symbols": ["Ir", "C", "C", "C", "C", "C", "C", "C", "S", "O", "O", "N", "C", "C", "O", "O", "H", "H", "H", "H", "H", "H", "H", "H", "H", "C", "C", "S", "C", "C", "S", "C", "C", "S", "H", "H", "H", "H", "H", "H", "H", "H", "H", "H", "H", "H"], "xyz": [[-0.292, -0.673, -1.370], [0.695, 4.055, 4.334], [0.353, 3.589, 2.945], [-0.607, 2.605, 2.728], [-0.917, 2.178, 1.443], [-0.262, 2.754, 0.367], [0.694, 3.746, 0.555], [0.994, 4.155, 1.840], [-0.536, 2.180, -1.274], [-0.725, 3.284, -2.155], [-1.655, 1.179, -1.193], [0.642, 1.223, -1.615], [1.652, 1.434, -2.641], [1.536, 0.239, -3.573], [1.827, 0.271, -4.737], [1.133, -0.851, -2.918], [0.089, 3.550, 5.085], [0.530, 5.129, 4.430], [1.746, 3.866, 4.559], [-1.137, 2.182, 3.574], [-1.688, 1.438, 1.271], [1.178, 4.203, -0.300], [1.729, 4.936, 1.994], [2.654, 1.469, -2.207], [1.471, 2.358, -3.185], [-0.641, -2.330, 1.419], [0.804, -1.897, 1.334], [1.494, -1.649, -0.341], [1.582, -3.271, -1.168], [0.244, -3.863, -1.566], [-0.770, -2.621, -2.452], [-2.453, -3.034, -1.909], [-2.698, -2.816, -0.428], [-1.747, -1.387, 0.280], [-1.031, -2.177, 2.424], [-0.732, -3.385, 1.178], [1.452, -2.593, 1.871], [0.937, -0.908, 1.777], [2.158, -3.956, -0.546], [2.164, -3.026, -2.057], [-0.316, -4.234, -0.710], [0.394, -4.686, -2.263], [-2.710, -4.045, -2.224], [-3.054, -2.341, -2.499], [-2.436, -3.691, 0.162], [-3.746, -2.591, -0.242]], "molar_mass_da": 599.821, "total_charge": 1, "gap_ev": 6.980, "spin_multiplicity": 1, "e_homo_ev": -11.17, "total_energy_ev": -71749.02379, "relative_energy_kcal_mol": 49.6}

***

{"formula": "C22H22IrN2O2", "method": "ωB97M-V/def2-TZVPD", "symbols": ["Ir", "N", "C", "O", "C", "C", "H", "H", "H", "H", "H", "H", "O", "N", "C", "C", "C", "C", "C", "H", "H", "H", "H", "H", "C", "C", "C", "C", "C", "C", "C", "C", "C", "C", "C", "C", "C", "C", "H", "H", "H", "H", "H", "H", "H", "H", "H", "H", "H"], "xyz": [[1.472, 1.394, 1.130], [0.277, 1.089, 5.028], [0.483, 1.404, 3.757], [1.300, 0.731, 3.077], [-0.254, 2.534, 3.128], [0.480, 2.968, 1.856], [0.757, 0.298, 5.428], [-0.374, 1.604, 5.593], [-0.400, 3.347, 3.845], [-1.243, 2.142, 2.875], [1.278, 3.685, 2.105], [-0.184, 3.438, 1.133], [1.740, 2.334, -0.680], [2.041, 1.563, -1.735], [3.310, 1.175, -1.931], [3.625, 0.361, -2.995], [2.619, -0.057, -3.854], [1.318, 0.363, -3.626], [1.050, 1.182, -2.551], [4.019, 1.548, -1.206], [4.653, 0.062, -3.141], [2.846, -0.703, -4.690], [0.504, 0.053, -4.265], [0.072, 1.547, -2.280], [-0.768, -4.268, -2.467], [-1.658, -3.358, -1.913], [-1.199, -2.262, -1.200], [0.172, -2.056, -1.024], [1.056, -2.973, -1.599], [0.595, -4.071, -2.308], [0.762, -0.902, -0.319], [0.205, 0.064, 0.423], [-1.205, 0.196, 0.845], [-1.689, -0.537, 1.928], [-2.990, -0.352, 2.373], [-3.826, 0.557, 1.736], [-3.357, 1.275, 0.643], [-2.051, 1.101, 0.207], [-1.136, -5.122, -3.020], [-2.724, -3.501, -2.038], [-1.915, -1.567, -0.789], [2.124, -2.825, -1.476], [1.300, -4.772, -2.735], [1.844, -0.844, -0.466], [-1.040, -1.259, 2.410], [-3.358, -0.928, 3.212], [-4.840, 0.700, 2.083], [-4.009, 1.971, 0.132], [-1.682, 1.669, -0.639]], "molar_mass_da": 538.647, "total_charge": 1, "gap_ev": 7.336, "spin_multiplicity": 1, "e_homo_ev": -10.45, "total_energy_ev": -33077.60748, "relative_energy_kcal_mol": 0.0}

***

{"formula": "ClH30O19", "method": "ωB97M-V/def2-TZVPD", "symbols": ["Cl", "O", "O", "O", "O", "O", "H", "H", "O", "H", "H", "O", "H", "H", "O", "H", "H", "O", "H", "H", "O", "H", "H", "O", "H", "H", "O", "H", "H", "O", "H", "H", "O", "H", "H", "O", "H", "H", "O", "H", "H", "O", "H", "H", "O", "H", "H", "O", "H", "H"], "xyz": [[-0.153, 0.102, -0.149], [0.216, 0.653, 1.192], [-0.711, -1.280, 0.038], [-1.228, 0.947, -0.778], [1.038, 0.021, -1.045], [3.030, 1.705, -2.445], [2.340, 2.387, -2.519], [2.864, 1.095, -1.760], [3.264, -0.033, 1.385], [4.028, -0.146, 1.969], [3.157, 0.908, 1.340], [-2.574, -3.221, 0.601], [-2.481, -2.989, -0.302], [-3.031, -2.457, 0.889], [-0.070, -4.259, 0.551], [-0.954, -3.862, 0.634], [0.392, -3.435, 0.687], [1.319, -1.087, 3.127], [1.784, -0.820, 2.357], [0.474, -1.239, 2.748], [-0.711, 1.525, 3.713], [0.257, 1.534, 3.809], [-1.021, 0.780, 4.236], [0.236, -2.302, -2.171], [0.831, -1.861, -2.752], [0.312, -1.951, -1.267], [3.964, -0.468, -1.272], [3.720, -0.274, -0.386], [4.556, 0.260, -1.440], [2.113, 1.702, 3.821], [2.032, 0.800, 3.472], [2.450, 1.675, 4.721], [-3.837, 0.069, -1.092], [-3.182, 0.748, -1.168], [-4.248, 0.458, -0.334], [-1.997, 1.038, -3.810], [-2.246, 1.573, -3.067], [-2.669, 1.331, -4.441], [-2.623, 1.450, 1.872], [-2.300, 1.347, 1.002], [-1.847, 1.507, 2.402], [0.553, 0.763, -3.933], [-0.394, 0.895, -3.761], [0.923, 0.482, -3.106], [0.178, 3.812, 0.871], [-0.711, 3.785, 0.507], [0.443, 2.907, 0.754], [-2.519, -2.552, -2.062], [-3.217, -2.070, -1.638], [-1.744, -1.970, -2.009]], "molar_mass_da": 369.674, "total_charge": -1, "gap_ev": 9.561, "spin_multiplicity": 1, "e_homo_ev": -7.52, "total_energy_ev": -51907.63177, "relative_energy_kcal_mol": 4.1}

***

{"formula": "C5H14NO2", "method": "ωB97M-V/def2-TZVPD", "symbols": ["C", "O", "C", "C", "C", "C", "N", "H", "H", "H", "H", "H", "H", "H", "H", "H", "H", "H", "H", "H", "H", "O"], "xyz": [[2.192, -0.939, 0.536], [2.972, 0.078, 1.140], [1.870, -0.525, -0.877], [0.969, 0.783, -0.966], [-0.297, 0.572, -0.305], [-1.403, 0.707, -1.106], [-2.752, 0.266, -0.620], [2.605, -1.940, 0.654], [1.298, -0.984, 1.164], [3.871, -0.237, 1.225], [2.847, -0.420, -1.343], [1.412, -1.367, -1.410], [1.678, 1.449, -0.411], [0.874, 1.205, -1.963], [-0.325, 0.405, 0.765], [-1.466, 0.905, -2.158], [-2.899, -0.629, -1.103], [-3.464, 0.955, -0.906], [-2.850, 0.396, 0.425], [-2.140, -0.952, 2.657], [-2.588, 0.532, 2.564], [-2.403, -0.259, 2.038]], "molar_mass_da": 120.172, "total_charge": 2, "gap_ev": [11.318, 4.549], "spin_multiplicity": 2, "e_homo_ev": [-17.91, -17.88], "s_squared": 0.754, "total_energy_ev": -10976.02085, "relative_energy_kcal_mol": 18.3}

***

{"formula": "C6H15CrN6O2", "method": "ωB97M-V/def2-TZVPD", "symbols": ["Cr", "N", "C", "C", "C", "N", "H", "H", "H", "H", "H", "H", "H", "H", "H", "H", "N", "C", "N", "N", "C", "N", "H", "H", "H", "H", "O", "C", "O", "H"], "xyz": [[-1.639, 0.452, -0.110], [-0.029, 2.425, 0.150], [1.119, 2.259, -0.739], [0.695, 2.137, -2.204], [0.218, 0.748, -2.625], [-1.170, 0.486, -2.209], [-0.476, 3.322, -0.022], [0.290, 2.425, 1.113], [1.644, 1.351, -0.434], [1.811, 3.107, -0.649], [1.553, 2.397, -2.823], [-0.093, 2.864, -2.415], [0.853, -0.017, -2.169], [0.303, 0.664, -3.718], [-1.439, -0.429, -2.580], [-1.773, 1.175, -2.667], [0.386, -3.435, 2.853], [1.406, -3.235, 2.002], [2.543, -3.921, 2.164], [1.350, -2.389, 1.004], [0.415, -1.606, 0.665], [-0.314, -0.821, 0.193], [0.468, -4.061, 3.635], [-0.474, -2.929, 2.734], [2.657, -4.590, 2.902], [3.297, -3.762, 1.518], [-2.672, 0.535, 1.678], [-3.429, 1.362, 1.126], [-3.272, 1.633, -0.083], [-4.228, 1.854, 1.709]], "molar_mass_da": 255.222, "total_charge": 1, "gap_ev": [8.613, 10.652], "spin_multiplicity": 5, "e_homo_ev": [-11.00, -13.12], "s_squared": 6.015, "total_energy_ev": -47919.86721}

***

{"formula": "C6H8O3", "method": "ωB97M-V/def2-TZVPD", "symbols": ["C", "C", "O", "C", "C", "C", "O", "C", "O", "H", "H", "H", "H", "H", "H", "H", "H"], "xyz": [[1.158, -1.231, -1.202], [1.201, -0.300, -0.015], [2.235, -0.059, 0.590], [-0.048, 0.713, 0.158], [0.190, 2.091, -0.329], [-1.058, 0.166, 0.823], [-2.339, 0.669, 0.810], [-0.866, -1.285, 1.166], [-1.850, -2.028, 1.115], [1.697, -2.148, -0.947], [0.129, -1.492, -1.459], [1.652, -0.760, -2.053], [1.165, 2.460, 0.007], [-0.588, 2.769, 0.042], [0.170, 2.124, -1.422], [-2.913, -0.088, 1.055], [0.065, -1.602, 1.662]], "molar_mass_da": 128.127, "gap_ev": 8.824, "spin_multiplicity": 1, "e_homo_ev": -9.32, "smiles": "CC(=O)/C(C)=C(/O)C=O", "total_energy_ev": -12492.46374, "relative_energy_kcal_mol": 38.0}

***

{"formula": "C10H26NO9P", "method": "ωB97M-V/def2-TZVPD", "symbols": ["O", "C", "O", "N", "C", "P", "O", "O", "O", "H", "H", "H", "H", "H", "H", "C", "O", "C", "C", "O", "C", "H", "H", "H", "H", "H", "H", "H", "H", "H", "H", "C", "O", "C", "C", "O", "C", "H", "H", "H", "H", "H", "H", "H", "H", "H", "H"], "xyz": [[0.034, 1.691, 4.371], [0.287, 0.777, 3.650], [-0.653, -0.154, 3.287], [1.580, 0.583, 3.097], [1.714, -0.409, 2.022], [0.897, 0.172, 0.520], [-0.254, 1.070, 0.675], [2.137, 0.783, -0.265], [0.538, -1.184, -0.247], [-0.471, -0.998, 3.720], [2.189, 0.328, 3.868], [1.360, -1.409, 2.275], [2.774, -0.496, 1.783], [1.847, 1.118, -1.128], [-0.390, -1.146, -0.522], [-3.557, 0.455, 1.886], [-4.920, 0.406, 1.484], [-5.334, -0.869, 1.037], [-6.067, -1.646, 2.110], [-5.234, -1.957, 3.214], [-5.384, -1.069, 4.307], [-3.405, 1.383, 2.432], [-3.301, -0.382, 2.537], [-2.892, 0.455, 1.018], [-4.475, -1.449, 0.682], [-6.012, -0.718, 0.191], [-6.414, -2.593, 1.686], [-6.945, -1.082, 2.441], [-6.316, -1.274, 4.847], [-5.377, -0.027, 3.984], [-4.545, -1.234, 4.980], [4.336, 2.333, -3.078], [3.439, 1.239, -2.964], [2.754, 0.937, -4.171], [3.380, -0.227, -4.907], [4.694, 0.064, -5.347], [5.708, -0.462, -4.509], [4.989, 2.309, -2.208], [4.941, 2.260, -3.983], [3.790, 3.282, -3.084], [2.720, 1.817, -4.821], [1.724, 0.671, -3.911], [2.778, -0.446, -5.793], [3.378, -1.117, -4.269], [5.811, -1.542, -4.657], [5.505, -0.262, -3.455], [6.643, 0.020, -4.788]], "molar_mass_da": 335.290, "gap_ev": 9.141, "spin_multiplicity": 1, "e_homo_ev": -8.96, "smiles": "O=C(O)NCP(=O)(O)O.COCCOC.COCCOC", "total_energy_ev": -39998.14552}